{
  "formula": "C12H24Cl2GdN2S",
  "method": "wB97M-V/def2-TZVPD",
  "total_charge": -1,
  "e_lumo_ev": [2.71, 2.71],
  "multiplicity": 8,
  "total_energy_ha": -2665.3783,
  "de_lowest_kcal_mol": 18.0,
  "elements": ["Gd", "Cl", "Cl", "C", "H", "H", "C", "C", "H", "C", "H", "C", "H", "H", "C", "H", "H", "C", "H", "H", "H", "H", "C", "N", "C", "C", "S", "N", "C", "C", "H", "H", "H", "H", "H", "H", "H", "H", "H", "H", "H", "H"],
  "coordinates": [[0.8011, -0.3501, -0.8721], [1.4516, -2.7660, -1.4109], [1.1689, 1.7152, 0.6964], [2.3402, 0.4155, -1.9296], [2.6474, 1.4574, -1.8190], [2.9823, -0.2084, -2.5577], [-0.4100, 1.0158, -2.3423], [0.7541, 0.5645, -2.9024], [-0.3282, 1.7703, -1.5453], [0.6431, -0.6433, -3.8962], [1.1796, 1.3772, -3.5132], [-0.4811, -0.3461, -4.8903], [1.6071, -0.7919, -4.3992], [0.4350, -1.5693, -3.3344], [-1.8050, -0.1257, -4.1610], [-0.2180, 0.5586, -5.4534], [-0.5747, -1.1612, -5.6155], [-1.7283, 0.9460, -3.0547], [-2.5803, 0.1538, -4.8835], [-2.1231, -1.0740, -3.7099], [-1.9630, 1.9264, -3.5030], [-2.5273, 0.7676, -2.3199], [2.1585, -1.3308, 2.6560], [1.0573, -0.5731, 3.2419], [1.4378, 0.5719, 4.0706], [-0.1852, -0.6398, 2.7266], [-0.5802, -1.6473, 1.4116], [-1.1380, 0.1632, 3.3246], [-1.4043, -0.0990, 4.7429], [-2.3091, 0.5186, 2.5307], [2.9107, -1.4864, 3.4387], [2.6230, -0.7815, 1.8191], [1.7885, -2.2942, 2.2907], [0.7893, 1.4280, 3.8527], [1.3670, 0.3156, 5.1348], [2.4747, 0.8393, 3.8439], [-2.4112, 0.2683, 4.9642], [-1.3599, -1.1716, 4.9841], [-0.6939, 0.4417, 5.3760], [-1.9915, 1.1050, 1.6599], [-2.8398, -0.3781, 2.1804], [-2.9652, 1.1180, 3.1679]],
  "forces_ev_per_angstrom": [[-3.3, -2.7, 5.3], [0.3, -1.3, 0.0], [0.0, 0.6, 1.0], [0.7, 1.7, -3.3], [0.3, -0.2, -0.1], [0.0, 0.3, -0.1], [-3.5, -0.3, 3.3], [5.9, 1.2, -5.9], [-0.1, 0.3, -0.7], [-0.3, 0.4, 0.7], [0.7, -0.1, -0.5], [0.2, 0.0, 0.2], [-0.2, 0.1, 0.1], [-0.1, 0.2, -0.3], [-0.1, 0.0, 0.2], [0.0, 0.0, 0.0], [-0.1, 0.0, 0.0], [-0.2, 0.0, -0.1], [0.0, -0.1, 0.1], [0.1, 0.0, 0.0], [0.0, 0.0, -0.2], [0.0, 0.0, -0.3], [0.0, -0.2, 0.1], [-0.3, 0.4, -0.1], [0.1, -0.1, 0.0], [0.1, -0.3, -0.8], [0.0, 0.1, 1.0], [-0.1, -0.1, 0.3], [0.1, 0.2, 0.0], [0.0, -0.2, -0.2], [-0.1, 0.0, -0.2], [-0.3, -0.1, 0.2], [0.2, 0.3, 0.1], [0.2, -0.3, 0.0], [0.1, 0.1, -0.1], [-0.2, 0.0, 0.0], [0.2, -0.1, 0.1], [0.0, 0.2, -0.1], [-0.2, -0.1, 0.1], [-0.1, -0.2, 0.2], [0.0, 0.2, 0.1], [0.1, 0.0, -0.2]]
}

***

{
  "formula": "C19H40MnNOP3",
  "method": "wB97M-V/def2-TZVPD",
  "total_charge": 3,
  "e_lumo_ev": [-9.29, -13.12],
  "multiplicity": 5,
  "total_energy_ha": -3051.9608,
  "de_lowest_kcal_mol": 0.0,
  "elements": ["Mn", "P", "P", "P", "H", "C", "C", "H", "C", "C", "C", "C", "C", "C", "C", "C", "C", "H", "H", "H", "H", "H", "H", "H", "H", "H", "H", "H", "H", "H", "H", "H", "H", "H", "H", "H", "H", "H", "H", "H", "H", "H", "H", "H", "H", "H", "C", "C", "C", "C", "C", "C", "O", "H", "H", "H", "H", "H", "H", "C", "C", "N", "H", "H", "H"],
  "coordinates": [[0.4488, -0.5561, 0.1526], [0.0168, 1.0524, 1.6923], [-0.1707, -2.2772, 1.9663], [1.8734, 0.5458, -1.3380], [-1.9597, -1.6794, -0.1923], [-1.1831, -1.3658, -0.8962], [-0.0417, -2.2043, -1.2025], [0.0805, -3.1656, -0.7009], [-1.8024, 1.3735, 1.7358], [0.3858, 0.8611, 3.4861], [0.7868, 2.6824, 1.3690], [-0.2318, -4.0468, 1.4812], [0.9168, -2.4810, 3.4267], [-1.8321, -2.0933, 2.7232], [2.4870, -0.5387, -2.6849], [3.4792, 1.1062, -0.6378], [1.3252, 2.0232, -2.2720], [-1.5218, -0.6429, -1.6383], [0.4581, -2.1207, -2.1723], [-1.9742, 2.4535, 1.8371], [-2.2620, 0.8523, 2.5859], [-2.3400, 1.0121, 0.8426], [0.3038, 1.8395, 3.9841], [1.4124, 0.4977, 3.6247], [-0.3107, 0.1682, 3.9772], [0.3821, 3.4147, 2.0829], [0.5746, 3.0152, 0.3440], [1.8749, 2.6141, 1.5162], [-0.4287, -4.6754, 2.3602], [0.7208, -4.3543, 1.0390], [-1.0177, -4.2299, 0.7435], [0.6589, -3.4182, 3.9372], [0.8140, -1.6547, 4.1332], [1.9643, -2.5315, 3.1120], [-2.1109, -3.0320, 3.2191], [-2.5753, -1.8734, 1.9491], [-1.8593, -1.2826, 3.4580], [3.0990, 0.0511, -3.3844], [1.6461, -0.9734, -3.2374], [3.0925, -1.3584, -2.2708], [4.0632, 1.5891, -1.4370], [4.0453, 0.2509, -0.2413], [3.3150, 1.8245, 0.1750], [1.9481, 2.1695, -3.1648], [1.3904, 2.9071, -1.6328], [0.2731, 1.8977, -2.5474], [-2.5527, 2.0493, -2.2895], [-3.7094, 2.5790, -1.6921], [-4.7412, 3.0127, -2.5269], [-4.6396, 2.8656, -3.9178], [-3.4750, 2.3407, -4.4930], [-2.4234, 1.9226, -3.6775], [-1.4753, 1.6458, -1.5174], [-1.7711, 1.3208, -0.6103], [-3.7970, 2.6724, -0.6094], [-5.6489, 3.4303, -2.0879], [-5.4770, 3.2016, -4.5334], [-3.3964, 2.2232, -5.5788], [-1.5036, 1.4994, -4.0836], [4.4880, -2.6047, 1.1557], [3.2337, -2.0189, 0.8357], [2.2129, -1.5055, 0.6057], [5.1594, -2.5470, 0.2973], [4.3549, -3.6538, 1.4238], [4.9471, -2.0799, 1.9962]],
  "forces_ev_per_angstrom": [[0.0, -3.1, 0.0], [-0.3, 1.5, 1.7], [-0.6, -0.6, 0.8], [1.3, 0.9, -1.5], [0.3, -0.1, -0.2], [1.3, -1.0, -0.6], [-1.6, 1.1, 0.3], [0.0, 0.5, -0.3], [-0.2, 0.2, -0.1], [0.1, 0.0, 0.0], [-0.2, 0.1, -0.1], [0.0, 0.0, -0.6], [0.2, 0.4, 0.0], [-0.1, 0.1, -0.1], [-0.2, -0.2, 0.0], [-0.1, 0.0, 0.3], [-0.3, -0.1, 0.0], [0.2, -0.3, 0.1], [-0.3, 0.0, 0.5], [-0.1, -0.3, 0.1], [0.2, 0.2, -0.2], [0.1, 0.0, 0.5], [0.0, -0.3, -0.2], [-0.2, 0.1, 0.0], [0.2, 0.2, -0.2], [0.1, -0.2, -0.2], [0.1, 0.0, 0.3], [-0.4, 0.0, 0.0], [0.0, 0.3, -0.2], [-0.1, 0.0, 0.1], [0.0, 0.0, 0.1], [0.0, 0.3, -0.2], [0.0, -0.2, -0.1], [-0.2, -0.1, 0.1], [0.1, 0.3, -0.1], [0.1, -0.1, 0.1], [0.0, -0.2, -0.1], [-0.2, -0.2, 0.3], [0.3, 0.1, 0.0], [-0.2, 0.2, -0.1], [-0.2, -0.2, 0.3], [-0.2, 0.4, -0.2], [0.2, -0.2, -0.3], [-0.1, -0.1, 0.3], [0.1, 0.0, -0.1], [0.6, 0.1, -0.1], [0.5, -0.3, 0.9], [2.1, -0.8, 0.3], [-1.5, 0.3, -2.1], [-0.2, 0.4, 0.1], [-2.3, 0.8, -1.0], [1.3, -0.4, 2.1], [-1.4, -0.3, 1.0], [0.4, 0.8, -1.8], [0.1, 0.0, -0.2], [0.2, 0.0, -0.2], [0.4, -0.2, 0.1], [-0.1, 0.1, 0.4], [-0.3, 0.1, 0.0], [0.9, -0.5, 0.2], [-2.6, 1.4, -0.5], [2.5, -1.3, 0.4], [0.0, 0.0, 0.0], [0.0, 0.0, 0.0], [0.0, 0.0, 0.0]]
}

***

{
  "formula": "C10H16FNOSi",
  "method": "wB97M-V/def2-TZVPD",
  "e_lumo_ev": 0.72,
  "multiplicity": 1,
  "total_energy_ha": -909.9630,
  "de_lowest_kcal_mol": 0.0,
  "elements": ["C", "C", "C", "C", "C", "C", "C", "C", "C", "C", "N", "O", "F", "Si", "H", "H", "H", "H", "H", "H", "H", "H", "H", "H", "H", "H", "H", "H", "H", "H"],
  "coordinates": [[-2.1938, 1.2010, -0.6746], [-1.8122, 0.6864, 1.7539], [-3.0928, -1.1278, 0.8776], [-1.0961, -1.6489, 1.4249], [-2.1634, -0.7916, 2.0811], [-1.3145, 0.5055, 0.1976], [-1.7266, -1.1778, 0.1244], [2.1481, -1.3331, -0.1737], [2.3875, 1.7015, -0.5154], [0.8889, 0.1399, -2.6819], [-2.8066, 1.7706, -1.4822], [0.0484, 0.7787, 0.1022], [-1.5359, -1.7132, -1.1220], [1.3229, 0.2856, -0.8343], [-2.7342, 1.2390, 1.8835], [-0.9082, 0.9823, 2.3310], [-3.5434, -2.1257, 1.1088], [-3.8155, -0.4396, 0.5349], [-0.1587, -1.2056, 1.7590], [-1.1783, -2.7273, 1.5827], [-2.5649, -1.1305, 3.0812], [1.3789, -1.8835, 0.5135], [2.4990, -1.8502, -1.1328], [3.0390, -1.2154, 0.4171], [3.3735, 1.5206, -0.6512], [2.2194, 2.6177, -1.0520], [2.1506, 1.9596, 0.4817], [0.2598, 1.0123, -2.7055], [1.8889, 0.3080, -3.1669], [0.3492, -0.7024, -3.0144]],
  "forces_ev_per_angstrom": [[-0.7, 1.8, -2.7], [1.5, -1.7, -0.3], [0.9, -2.1, 0.2], [0.9, 0.2, 0.6], [-1.9, -0.2, 0.1], [-0.5, -3.2, 2.9], [-0.2, 2.8, 0.3], [-1.5, -0.3, -0.5], [-1.7, 1.2, -0.5], [1.7, 1.0, 1.8], [0.6, -0.8, 1.3], [-1.7, 0.0, 0.2], [0.0, 0.0, 0.7], [0.3, -1.8, -0.8], [0.4, 0.7, 0.0], [-0.9, 0.5, -0.3], [0.4, 0.7, -0.8], [-0.9, 0.8, -0.3], [0.6, -0.7, -0.6], [0.0, 0.2, 0.1], [0.7, 1.0, -0.9], [1.5, 0.4, -1.8], [-0.9, 0.0, 1.5], [0.4, 0.4, 0.4], [3.3, -0.8, -0.1], [-0.6, 0.3, -0.6], [0.2, 0.2, 1.4], [-0.3, 0.6, -0.9], [-1.2, -0.2, 0.0], [-0.4, -1.0, -0.4]]
}

***

- The lowest multiplicity belongs to which entry?
  C10H16FNOSi